Here is a structure of composition C60H63BaF12N4O6P3S in a non-equilibrium geometry from the OMol25 dataset. Energies are from wB97M-V/def2-TZVPD.

Output
- orbital gap (eV) = 4.6
- total charge = -2
- electronic energy (eV) = -153498.7012
- HOMO level (eV) = -1.20

Each line ends with the Mulliken charge.
Geometry (Å):
Ba: -0.414 0.549 0.268  2.621
C: 0.950 -6.473 0.508  -1.718
C: 0.551 -5.074 0.888  0.507
C: -0.666 -4.805 1.500  -1.127
C: -0.963 -3.530 1.919  0.098
C: -0.084 -2.448 1.706  -1.331
N: -0.407 -1.212 2.160  0.922
C: -0.630 -1.034 3.468  -0.692
C: -0.025 -1.901 4.414  -0.911
C: -0.026 -1.634 5.759  -1.114
C: -0.677 -0.512 6.253  0.455
C: -0.600 -0.144 7.708  -1.702
C: -1.359 0.301 5.352  -0.534
C: -1.367 0.065 3.991  -0.294
C: -2.122 0.960 2.995  2.436
O: -1.396 1.425 2.004  -0.079
C: -2.778 2.197 3.716  -0.419
F: -3.371 3.027 2.855  -0.223
F: -3.734 1.959 4.662  -0.294
F: -1.865 2.950 4.360  -0.172
C: -3.381 0.104 2.563  -0.173
F: -3.114 -1.061 1.965  0.029
F: -4.276 0.732 1.792  -0.261
F: -4.103 -0.275 3.665  -0.377
C: 1.123 -2.715 1.017  -0.123
C: 1.426 -4.016 0.661  -0.415
C: 2.078 -1.545 0.767  2.161
O: 1.535 -0.450 0.279  -0.771
C: 2.806 -1.251 2.143  -0.032
F: 3.001 -2.349 2.907  -0.341
F: 2.166 -0.369 2.907  0.085
F: 4.050 -0.726 1.995  -0.322
C: 3.256 -1.973 -0.181  -1.190
F: 3.944 -0.908 -0.616  -0.145
F: 2.858 -2.605 -1.294  0.310
F: 4.206 -2.796 0.346  -0.380
H: 0.181 -7.183 0.808  0.400
H: 1.891 -6.739 0.990  0.328
H: 1.095 -6.570 -0.569  0.275
H: -1.372 -5.610 1.667  0.230
H: -1.886 -3.320 2.440  0.620
H: 0.522 -2.756 4.040  0.435
H: 0.495 -2.300 6.437  0.278
H: -0.284 -0.999 8.304  0.397
H: -1.563 0.208 8.074  0.371
H: 0.127 0.659 7.851  0.228
H: -1.894 1.138 5.770  0.427
H: 2.380 -4.258 0.218  0.493
C: 3.018 2.216 0.978  -0.708
P: 1.360 3.026 0.910  1.831
C: 1.782 4.382 -0.239  -0.596
N: 1.582 5.639 0.103  0.012
C: 1.910 6.610 -0.778  0.022
C: 1.652 7.959 -0.479  -0.551
C: 2.070 8.947 -1.337  -0.537
C: 2.746 8.626 -2.518  -0.528
C: 2.979 7.314 -2.856  -0.382
C: 2.550 6.283 -2.003  -0.092
N: 2.693 4.986 -2.365  -0.126
C: 2.266 4.058 -1.538  -1.026
P: 2.153 2.309 -2.105  2.112
C: 3.977 2.000 -2.326  -1.933
C: 1.668 2.579 -3.926  2.468
C: 1.430 1.178 -4.487  -2.027
C: 0.342 3.336 -3.898  -1.521
C: 2.680 3.311 -4.810  -1.929
C: 1.338 3.902 2.580  2.147
C: 1.213 2.807 3.636  -2.664
C: 2.586 4.747 2.842  -2.061
C: 0.082 4.770 2.606  -1.671
H: 3.819 2.864 0.628  0.515
H: 2.956 1.315 0.375  -0.907
H: 3.206 1.906 2.001  0.819
H: 1.123 8.191 0.433  0.473
H: 1.872 9.987 -1.109  0.381
H: 3.073 9.423 -3.174  0.374
H: 3.473 7.055 -3.781  0.443
H: 4.494 2.897 -2.659  0.426
H: 4.097 1.194 -3.045  0.459
H: 4.393 1.659 -1.383  0.425
H: 0.777 0.614 -3.822  0.001
H: 2.372 0.643 -4.606  0.301
H: 0.952 1.230 -5.466  0.673
H: -0.348 2.844 -3.212  0.012
H: -0.109 3.360 -4.892  0.491
H: 0.491 4.364 -3.569  0.295
H: 3.622 2.771 -4.875  0.375
H: 2.867 4.303 -4.416  0.168
H: 2.276 3.404 -5.819  0.541
H: 2.142 2.260 3.774  0.402
H: 0.444 2.097 3.337  0.578
H: 0.930 3.239 4.596  0.646
H: 3.490 4.148 2.765  0.332
H: 2.542 5.162 3.849  0.572
H: 2.652 5.569 2.134  0.242
H: -0.781 4.155 2.360  0.024
H: 0.164 5.573 1.878  0.182
H: -0.065 5.202 3.596  0.581
O: -1.412 1.780 -1.702  -0.678
S: -2.645 1.434 -0.995  2.067
O: -3.170 2.492 -0.182  -0.823
O: -2.540 0.100 -0.409  -0.613
C: -3.880 1.121 -2.270  -0.141
C: -5.070 1.818 -2.316  -0.630
C: -6.042 1.452 -3.233  -0.807
C: -5.814 0.376 -4.077  -0.798
C: -4.623 -0.329 -4.008  -0.016
C: -3.635 0.041 -3.098  -1.523
P: -1.997 -0.818 -2.901  2.581
C: -1.636 -0.845 -4.715  0.240
C: -1.034 -1.893 -5.410  -0.360
C: -0.629 -1.742 -6.725  -0.813
C: -0.792 -0.532 -7.376  -0.697
C: -1.359 0.532 -6.692  -0.733
C: -1.771 0.374 -5.382  -0.732
C: -2.763 -2.481 -2.639  1.384
C: -2.914 -2.879 -1.312  -0.688
C: -3.476 -4.105 -0.998  -0.170
C: -3.889 -4.964 -2.005  -0.896
C: -3.738 -4.581 -3.327  -0.909
C: -3.185 -3.350 -3.642  -0.358
H: -5.208 2.628 -1.618  0.653
H: -6.977 1.992 -3.279  0.372
H: -6.572 0.089 -4.796  0.393
H: -4.468 -1.176 -4.660  0.354
H: -0.870 -2.840 -4.920  0.226
H: -0.175 -2.577 -7.245  0.417
H: -0.464 -0.414 -8.402  0.356
H: -1.463 1.494 -7.178  0.384
H: -2.190 1.213 -4.844  0.278
H: -2.590 -2.212 -0.526  -0.238
H: -3.576 -4.398 0.038  0.491
H: -4.325 -5.926 -1.762  0.349
H: -4.049 -5.248 -4.123  0.382
H: -3.081 -3.080 -4.683  0.365
C: 2.572 -2.211 -4.228  -1.017
N: 1.762 -3.334 -3.820  0.643
C: 2.300 -4.638 -4.102  -1.221
C: 0.707 -3.114 -2.991  0.239
C: 0.053 -4.340 -2.404  -1.786
O: 0.298 -1.991 -2.770  1.082
H: 3.620 -2.392 -3.977  0.667
H: 2.214 -1.342 -3.683  -0.237
H: 2.478 -2.034 -5.304  0.375
H: 2.835 -4.591 -5.053  0.403
H: 1.506 -5.377 -4.195  0.306
H: 2.999 -4.964 -3.322  0.264
H: 0.805 -5.003 -1.992  0.822
H: -0.540 -4.863 -3.156  0.484
H: -0.610 -4.016 -1.607  -0.729

Atomic forces in eV per Å
Ba 3.85 -0.15 -0.83
C -0.02 0.18 -0.02
C 0.15 -0.07 0.00
C 0.12 -0.05 0.02
C 0.00 0.04 -0.18
C 0.00 -0.40 0.12
N -0.14 -0.03 -0.06
C 0.16 -0.16 0.59
C 0.01 -0.01 -0.03
C -0.18 0.09 0.05
C -0.06 0.05 0.14
C 0.04 0.05 -0.19
C 0.17 -0.28 0.32
C 0.10 0.06 -0.20
C -1.23 -0.29 1.33
O -0.97 1.39 1.95
C -0.47 0.51 0.55
F 0.02 0.00 -0.49
F 0.09 -0.22 -0.01
F 0.55 0.04 -0.03
C -0.91 -0.57 0.55
F 0.36 -0.05 -0.35
F 0.16 0.37 -0.27
F 0.12 0.01 0.18
C -0.19 0.06 -0.24
C -0.28 -0.40 0.10
C 1.17 -0.74 0.68
O 2.84 -1.32 -0.30
C 0.34 0.13 0.63
F -0.12 -0.26 -0.08
F -0.27 0.11 -0.16
F 0.25 0.20 -0.32
C 0.68 -0.05 -0.13
F -0.02 0.40 -0.07
F -0.48 -0.07 -0.39
F -0.15 -0.18 0.36
H -0.01 -0.13 0.03
H 0.05 -0.17 0.02
H 0.02 -0.12 -0.12
H -0.05 -0.08 0.04
H -0.11 0.04 0.04
H 0.03 -0.03 0.02
H 0.07 -0.06 0.08
H 0.00 -0.02 0.12
H -0.08 0.04 0.15
H 0.03 0.06 0.19
H -0.07 0.09 -0.01
H 0.09 0.01 -0.06
C -0.11 -0.01 -0.23
P 0.58 0.80 0.90
C -0.32 0.90 0.41
N -0.05 -0.35 -0.11
C 0.37 -0.23 -0.63
C 0.07 0.42 -0.07
C -0.30 -0.11 0.47
C 0.25 -0.32 -0.41
C 0.02 0.45 -0.09
C -0.33 0.15 0.62
N 0.03 -0.28 0.42
C 0.29 0.36 -0.70
P 0.52 -0.20 -0.90
C -0.37 -0.04 0.25
C 0.01 0.04 0.03
C 0.06 0.11 0.23
C 0.04 -0.05 0.17
C -0.14 0.00 0.18
C 0.12 0.22 -0.14
C 0.03 -0.19 -0.26
C -0.12 -0.08 -0.15
C -0.08 -0.04 -0.18
H 0.10 0.06 0.07
H 0.13 -0.18 0.00
H 0.06 -0.03 0.08
H -0.02 -0.01 0.13
H -0.02 0.00 0.06
H 0.02 -0.02 -0.05
H 0.04 -0.09 -0.05
H 0.04 0.02 -0.10
H 0.05 -0.06 -0.12
H 0.09 -0.03 0.09
H -0.07 -0.23 -0.01
H 0.07 -0.08 0.03
H 0.00 0.06 -0.08
H -0.13 0.09 -0.05
H -0.01 -0.03 -0.15
H -0.07 0.09 -0.01
H 0.14 -0.08 -0.04
H 0.11 -0.01 -0.16
H -0.11 -0.08 -0.18
H 0.13 -0.06 0.04
H -0.14 -0.11 0.16
H -0.04 0.09 0.09
H 0.16 -0.08 0.06
H -0.03 0.04 0.18
H 0.06 0.10 0.04
H -0.21 0.01 0.04
H -0.09 0.04 0.09
H 0.00 -0.03 0.16
O -0.35 0.74 -0.79
S -3.25 1.51 -2.24
O -0.05 0.01 0.19
O -3.16 -0.54 -0.33
C 0.39 -0.11 0.39
C -0.10 0.27 0.08
C 0.09 0.06 0.07
C -0.08 -0.04 -0.13
C 0.00 0.12 0.07
C -0.04 -0.04 -0.17
P -0.52 -0.67 -1.00
C 0.19 0.10 0.06
C -0.03 -0.01 0.11
C 0.08 -0.10 -0.17
C 0.04 0.06 -0.12
C -0.02 0.06 -0.15
C -0.06 -0.01 0.04
C 0.23 -0.02 -0.03
C -0.01 0.10 -0.02
C -0.04 -0.09 0.08
C -0.01 -0.02 0.07
C -0.05 -0.13 -0.12
C -0.02 0.00 0.00
H -0.09 0.12 0.08
H -0.06 0.05 0.00
H -0.01 -0.06 0.00
H 0.04 -0.05 -0.07
H -0.01 -0.06 0.02
H 0.02 -0.03 0.01
H -0.01 0.01 -0.01
H -0.03 0.04 0.00
H -0.04 0.13 -0.03
H 0.02 -0.06 0.16
H 0.01 0.03 0.08
H 0.02 -0.01 0.02
H -0.03 0.00 -0.02
H -0.01 0.04 -0.03
C -0.12 0.18 0.03
N 0.19 0.07 -0.19
C -0.04 -0.16 0.08
C -0.11 -0.51 -0.05
C -0.05 0.31 0.15
O 0.29 0.05 0.24
H 0.03 0.00 0.02
H 0.11 0.03 -0.10
H 0.03 0.06 -0.01
H 0.00 -0.05 0.02
H 0.06 -0.02 -0.01
H 0.04 -0.05 -0.04
H 0.02 -0.18 0.03
H -0.01 -0.09 -0.09
H 0.04 -0.04 0.00


Here is a structure of composition C30H36Cl2N6O4PZr in a non-equilibrium geometry from the OMol25 dataset. Energies are from wB97M-V/def2-TZVPD.

Output
- orbital gap (eV) = 7.3
- total charge = +3
- electronic energy (eV) = -84417.6570
- HOMO level (eV) = -16.94

Each line ends with the Mulliken charge.
Geometry (Å):
Zr: -0.525 -0.463 0.869  0.697
C: -3.549 -0.778 -0.339  -0.833
C: -3.687 -1.420 1.057  -0.708
N: -2.430 -1.328 1.851  0.378
C: -1.993 -2.556 2.487  -0.425
C: -1.486 -3.542 1.482  -1.160
N: -0.511 -2.885 0.600  0.129
C: -0.811 -3.117 -0.806  -0.748
C: -2.077 -2.416 -1.310  -0.739
N: -2.178 -1.028 -0.810  -0.355
H: -3.582 0.282 -0.231  0.300
H: -4.267 -1.120 -1.048  0.510
H: -3.969 -2.490 0.898  0.355
H: -4.499 -0.994 1.599  0.593
H: -2.568 -0.739 2.707  -0.205
H: -2.796 -3.091 3.017  0.551
H: -1.255 -2.364 3.249  0.356
H: -2.330 -3.826 0.864  0.242
H: -1.146 -4.448 1.910  0.606
H: 0.413 -3.284 0.758  0.414
H: -0.876 -4.198 -1.095  0.362
H: 0.046 -2.761 -1.411  0.309
H: -2.939 -2.998 -0.932  0.460
H: -2.130 -2.534 -2.374  0.580
H: -1.969 -0.416 -1.600  -0.017
N: -1.125 1.724 0.320  0.415
C: -1.363 2.242 -1.066  -0.419
C: -2.320 3.257 -1.315  -0.584
C: -2.516 3.685 -2.585  -0.727
C: -1.718 3.175 -3.611  -0.755
C: -0.731 2.222 -3.376  -0.731
C: -0.544 1.702 -2.073  0.017
P: 0.803 0.532 -1.524  1.777
C: 1.082 -0.445 -3.062  0.722
C: 2.327 -0.777 -3.582  -0.652
C: 2.371 -1.618 -4.701  -0.723
C: 1.192 -2.086 -5.246  -0.764
C: -0.080 -1.765 -4.687  -1.240
C: -0.060 -0.939 -3.549  -0.190
C: 2.173 1.618 -0.963  1.779
C: 3.557 1.284 -0.918  -0.528
C: 4.512 2.205 -0.522  -0.837
C: 4.120 3.481 -0.121  -0.636
C: 2.786 3.854 -0.162  -1.060
C: 1.826 2.963 -0.596  -0.813
H: -1.983 1.902 0.882  0.509
H: -0.450 2.405 0.719  0.276
H: -2.935 3.613 -0.507  0.538
H: -3.300 4.466 -2.792  0.410
H: -1.826 3.564 -4.596  0.527
H: -0.103 1.831 -4.168  0.585
H: 3.267 -0.380 -3.192  0.370
H: 3.343 -1.807 -5.190  0.442
H: 1.213 -2.754 -6.092  0.447
H: -0.998 -2.064 -5.118  0.574
H: -1.042 -0.510 -3.203  0.553
H: 3.883 0.321 -1.216  0.413
H: 5.580 1.874 -0.581  0.434
H: 4.891 4.171 0.193  0.476
H: 2.384 4.820 0.193  0.443
H: 0.848 3.397 -0.702  0.506
O: 3.916 1.157 5.024  -0.439
C: 4.333 0.534 3.943  0.418
O: 5.495 0.320 3.792  -0.488
C: 3.342 0.016 2.922  0.527
C: 3.900 -0.719 1.820  -0.538
N: 2.858 -1.130 1.085  -0.212
N: 1.706 -0.756 1.526  0.419
C: 1.997 -0.016 2.664  -0.359
C: 0.836 0.570 3.372  0.456
O: 0.859 1.225 4.373  -0.629
O: -0.338 0.160 2.749  -0.475
H: 2.988 1.381 4.962  0.339
H: 4.935 -0.949 1.695  0.580
H: 2.894 -1.666 0.244  0.103
Cl: -2.699 -1.030 5.606  -0.139
C: -3.114 0.753 5.541  -0.242
Cl: -3.859 1.211 4.009  -0.129
H: -2.245 1.359 5.617  0.210
H: -3.752 0.933 6.376  0.394

Atomic forces in eV per Å
Zr 0.82 -0.56 -0.31
C 1.25 0.40 1.59
C -0.16 -1.47 -0.98
N -0.18 1.39 0.85
C -0.36 -2.30 0.68
C -0.94 0.80 -0.59
N 0.55 0.53 -0.13
C 0.55 -0.55 -2.40
C 0.08 -1.53 1.54
N 0.61 -0.31 -0.61
H -0.60 0.99 -0.04
H -0.73 -0.20 -0.36
H 0.36 0.72 0.41
H -0.57 0.45 0.42
H -0.34 0.12 -0.96
H -0.14 0.54 0.05
H 0.39 0.49 0.23
H -0.10 -0.22 -0.17
H 0.67 -0.78 0.58
H -0.06 0.09 0.20
H -0.07 0.64 0.58
H -0.23 0.07 0.30
H 0.27 0.47 -0.17
H 0.08 0.36 -0.66
H -0.24 0.12 0.16
N -0.75 1.23 0.17
C -0.02 -0.39 -0.26
C 0.72 -1.76 1.56
C -0.72 1.19 -1.41
C 0.48 -0.24 0.26
C 0.00 -0.33 0.72
C -0.28 0.74 0.61
P -0.47 0.41 -0.27
C 2.36 1.17 2.31
C 0.46 -0.27 -0.48
C 0.62 0.71 0.15
C -1.70 -0.48 0.23
C 2.60 0.77 0.87
C -3.62 -0.73 -2.10
C 0.33 1.42 -0.16
C -1.56 0.51 0.13
C 0.50 -0.29 -0.20
C 0.62 -0.05 0.00
C -0.38 0.33 0.60
C 0.53 -1.28 -0.37
H 0.49 0.03 -0.31
H -0.18 -0.61 0.13
H -0.07 0.20 0.23
H 1.01 -0.97 0.15
H -0.14 0.14 -0.63
H -0.10 0.22 -0.15
H -0.44 -0.04 -0.05
H -0.70 -0.11 0.37
H 0.09 0.06 -0.25
H -0.65 -0.41 -0.47
H 1.05 -0.72 -0.33
H 0.24 -0.82 -0.28
H -1.03 0.64 0.27
H -0.08 0.16 0.06
H 0.83 -0.41 -0.38
H -0.44 -0.33 -0.12
O -0.28 0.19 -0.04
C 0.39 0.05 0.58
O 0.17 -0.35 -0.72
C 1.45 -0.88 -1.77
C -1.57 0.65 1.55
N 2.58 -0.61 -0.70
N -2.01 1.89 1.99
C -0.97 -0.30 -0.44
C -1.01 -0.48 0.47
O 0.18 -0.31 -0.87
O 0.63 0.66 0.00
H -0.84 0.18 0.26
H 0.35 -0.22 -0.43
H 0.30 -0.36 -0.47
Cl -0.10 1.18 -0.27
C 0.24 -1.19 -0.16
Cl -0.25 -0.16 -0.20
H 0.94 0.05 0.16
H -0.71 0.10 0.24


Here is an isolated molecule of C22H30N4O4 from the OMol25 dataset. Energies are from wB97M-V/def2-TZVPD.

Output
- orbital gap (eV) = 9.2
- electronic energy (eV) = -37451.0058
- HOMO level (eV) = -8.52

Each line ends with the natural charge from an NBO analysis.
Geometry (Å):
C: -4.325 4.820 -4.392  -0.638
C: -3.075 4.375 -3.721  0.163
N: -1.991 4.053 -4.408  -0.340
N: -1.058 3.704 -3.510  -0.175
C: -1.528 3.784 -2.245  0.189
C: -2.832 4.223 -2.346  -0.351
H: -3.515 4.411 -1.543  0.224
C: -0.718 3.441 -1.049  -0.654
H: -0.389 2.403 -1.092  0.234
H: 0.162 4.080 -0.978  0.224
H: -1.319 3.577 -0.155  0.234
C: 0.216 3.232 -3.977  -0.244
H: 0.824 2.935 -3.124  0.229
H: 0.719 4.031 -4.532  0.220
C: 0.024 2.032 -4.927  0.086
O: -0.605 2.416 -6.113  -0.732
H: -1.326 3.032 -5.869  0.500
H: 1.009 1.638 -5.199  0.184
C: -0.779 0.921 -4.223  -0.096
O: -0.116 0.594 -3.021  -0.532
C: -0.714 -0.278 -2.160  0.415
C: -0.036 -0.468 -0.954  -0.394
C: -0.551 -1.317 0.011  0.333
C: -1.753 -1.986 -0.234  -0.283
C: -2.411 -1.796 -1.428  -0.170
C: -1.906 -0.944 -2.400  -0.352
H: -2.442 -0.817 -3.326  0.222
H: -3.338 -2.316 -1.615  0.216
H: -2.145 -2.643 0.525  0.220
O: 0.031 -1.562 1.218  -0.503
C: 1.231 -0.893 1.536  -0.076
H: 1.101 0.195 1.502  0.191
H: 2.036 -1.175 0.845  0.178
C: 1.628 -1.288 2.960  0.087
O: 2.753 -0.538 3.319  -0.740
H: 3.160 -0.989 4.087  0.506
H: 0.781 -1.060 3.631  0.162
C: 1.912 -2.799 3.041  -0.246
N: 2.110 -3.182 4.411  -0.166
C: 1.403 -4.048 5.171  0.183
C: 1.963 -4.002 6.431  -0.349
C: 3.007 -3.066 6.346  0.163
N: 3.078 -2.581 5.118  -0.335
C: 3.936 -2.623 7.418  -0.637
H: 4.485 -3.475 7.819  0.222
H: 4.641 -1.901 7.016  0.230
H: 3.381 -2.164 8.235  0.221
H: 1.665 -4.564 7.293  0.223
C: 0.264 -4.846 4.649  -0.649
H: 0.588 -5.504 3.843  0.225
H: -0.523 -4.196 4.267  0.226
H: -0.147 -5.455 5.450  0.234
H: 2.822 -3.013 2.470  0.214
H: 1.074 -3.353 2.621  0.231
H: 0.893 0.060 -0.814  0.230
H: -0.843 0.051 -4.888  0.190
H: -1.797 1.282 -4.021  0.182
H: -5.147 4.148 -4.148  0.221
H: -4.178 4.829 -5.469  0.230
H: -4.596 5.821 -4.060  0.222

Atomic forces in eV per Å
C 0.04 -0.02 -0.01
C 0.23 -0.12 0.16
N -0.28 0.22 -0.60
N -0.23 0.12 0.65
C -0.19 0.05 -0.02
C 0.20 -0.07 -0.06
H -0.11 0.03 0.22
C 0.08 -0.01 -0.03
H 0.04 -0.05 0.06
H 0.05 0.00 0.07
H 0.01 0.00 0.05
C 0.37 -0.34 -0.53
H -0.07 0.09 -0.01
H -0.01 -0.09 0.11
C 0.11 -0.14 0.67
O -0.29 -0.01 -0.32
H 0.14 -0.10 -0.05
H -0.05 0.06 0.12
C -0.13 0.20 -0.57
O 0.11 -0.12 0.28
C -0.08 -0.09 0.13
C 0.20 0.06 0.11
C -0.18 -0.03 -0.17
C 0.04 -0.05 0.13
C 0.12 -0.02 0.21
C 0.10 0.26 -0.38
H -0.03 0.05 -0.10
H -0.08 -0.05 -0.01
H -0.05 -0.09 0.10
O -0.19 -0.08 -0.07
C 0.44 0.20 0.33
H 0.01 -0.08 -0.04
H -0.06 0.04 -0.01
C -0.44 -0.37 -0.24
O 0.23 0.17 -0.07
H -0.07 0.10 -0.14
H 0.06 -0.10 -0.13
C -0.05 0.58 -0.34
N -0.29 -0.50 0.39
C 0.12 0.01 0.16
C -0.04 0.05 -0.22
C -0.21 -0.10 -0.19
N 0.56 0.34 0.15
C -0.02 0.02 -0.04
H 0.07 0.01 0.05
H 0.07 0.04 0.04
H 0.04 0.04 0.06
H -0.11 -0.15 0.16
C 0.02 0.03 -0.07
H -0.06 -0.06 -0.03
H -0.08 -0.04 -0.03
H -0.04 -0.03 0.00
H -0.11 -0.02 0.01
H 0.06 -0.03 0.08
H 0.12 0.06 0.04
H -0.01 0.08 0.08
H 0.08 -0.02 0.00
H -0.07 0.01 -0.04
H -0.06 0.02 -0.07
H -0.06 0.05 -0.04